Entry 1:
# CH2N2OS

One molecule with the formula CH2N2OS in a non-equilibrium geometry (the ωB97M-V functional and the def2-TZVPD basis, the OMol25 dataset).

- E_LUMO: 0.0121 Eh
- Energy above the lowest of the compared OMol25 structures with the same formula, charge and spin: 26.9 kJ/mol
- Kohn-Sham gap: 10.63 eV
- Highest occupied orbital energy: -10.30 eV

CARTESIAN COORDINATES (ANGSTROEM)
C -0.636 1.218 0.599
N -0.448 1.872 1.540
N 0.349 -1.025 0.044
O 0.260 0.754 -1.782
S -0.596 0.091 -0.787
H -0.150 -1.688 0.689
H 1.220 -1.223 -0.304

natural (NBO) analysis output, partial charges in e: atom 1 (C): -0.068, atom 2 (N): -0.258, atom 3 (N): -1.064, atom 4 (O): -0.900, atom 5 (S): 1.462, atom 6 (H): 0.415, atom 7 (H): 0.412


Entry 2:
# C6H10N

C6H10N as an isolated structure in a non-equilibrium geometry (the ωB97M-V functional and the def2-TZVPD basis, the OMol25 dataset).

- E_LUMO: -0.1294 Eh
- Energy above the lowest of the compared OMol25 structures with the same formula, charge and spin: 338.4 kJ/mol
- Charge: +1
- Kohn-Sham gap: 9.33 eV
- Highest occupied orbital energy: -12.86 eV

CARTESIAN COORDINATES (ANGSTROEM)
C -1.452 0.913 -0.958
C 0.726 1.300 0.090
C -0.952 -0.409 -0.449
C 0.018 1.039 -1.207
C 0.455 -0.174 0.219
C 1.544 -1.192 0.152
N -0.753 -0.496 0.998
H -2.048 0.845 -1.860
H -1.933 1.544 -0.208
H 1.775 1.546 -0.025
H 0.252 1.931 0.845
H -1.155 -1.327 -0.981
H 1.153 -2.203 0.052
H 2.171 -1.135 1.041
H 2.170 -0.984 -0.714
H -1.178 0.228 1.584
H -0.792 -1.425 1.421

natural (NBO) analysis output, partial charges in e: atom 1 (C): -0.506, atom 2 (C): -0.509, atom 3 (C): -0.021, atom 4 (C): 0.085, atom 5 (C): 0.199, atom 6 (C): -0.635, atom 7 (N): -0.523, atom 8 (H): 0.268, atom 9 (H): 0.211, atom 10 (H): 0.265, atom 11 (H): 0.212, atom 12 (H): 0.278, atom 13 (H): 0.231, atom 14 (H): 0.252, atom 15 (H): 0.279, atom 16 (H): 0.452, atom 17 (H): 0.462


Entry 3:
# C46H108N2O16

A 9-piece molecular cluster, C46H108N2O16 overall in a non-equilibrium geometry (the ωB97M-V functional and the def2-TZVPD basis, the OMol25 dataset).

- E_LUMO: 0.0162 Eh
- Energy above the lowest of the compared OMol25 structures with the same formula, charge and spin: 430.2 kJ/mol
- Kohn-Sham gap: 8.43 eV
- SMILES: CC1(C)CCCC(C)(C)N1O.CC1(C)CCCC(C)(C)N1O.COCCOC.COCCOC.COCCOC.COCCOC.COCCOC.COCCOC.COCCOC
- Highest occupied orbital energy: -7.99 eV

CARTESIAN COORDINATES (ANGSTROEM)
C -0.278 0.440 0.758
C -0.303 -0.746 -0.307
C 1.158 -1.118 -0.598
C -1.109 -1.921 0.326
C -1.693 -2.974 -0.608
C -2.456 -2.189 -1.684
C -1.680 -1.133 -2.444
C -0.644 -1.835 -3.368
C -2.683 -0.301 -3.323
N -1.075 -0.248 -1.458
O -0.497 0.880 -2.062
H -1.247 0.749 1.152
H 0.416 0.193 1.562
H 0.133 1.377 0.381
H 1.532 -1.894 0.069
H 1.216 -1.690 -1.524
H 1.960 -0.380 -0.629
H -0.395 -2.399 0.996
H -1.892 -1.623 1.022
H -0.897 -3.659 -0.899
H -2.401 -3.590 -0.054
H -3.309 -1.683 -1.232
H -2.781 -2.881 -2.460
H 0.055 -1.038 -3.622
H -1.197 -2.063 -4.279
H -0.098 -2.700 -2.990
H -2.240 0.056 -4.253
H -3.093 0.532 -2.751
H -3.582 -0.852 -3.598
H 0.355 0.594 -2.399
C -10.465 1.638 -1.383
C -10.161 2.470 -0.075
C -11.432 3.052 0.543
C -9.462 1.486 0.914
C -8.722 2.113 2.072
C -7.720 3.148 1.570
C -8.316 4.184 0.574
C -9.082 5.290 1.414
C -7.112 4.875 -0.144
N -9.204 3.558 -0.432
O -9.745 4.478 -1.257
H -11.168 0.831 -1.175
H -11.079 2.257 -2.037
H -9.604 1.215 -1.900
H -11.340 3.520 1.523
H -11.891 3.818 -0.081
H -12.121 2.208 0.583
H -10.229 0.959 1.481
H -8.839 0.736 0.425
H -9.520 2.598 2.634
H -8.286 1.310 2.666
H -6.952 2.625 1.000
H -7.215 3.757 2.320
H -9.690 5.948 0.793
H -8.357 6.014 1.784
H -9.674 4.903 2.243
H -6.417 4.201 -0.645
H -6.591 5.470 0.606
H -7.513 5.471 -0.964
H -9.200 4.322 -2.032
C 1.462 7.580 9.343
O 2.530 8.113 10.192
C 2.053 9.367 10.802
C 3.077 10.489 11.137
O 3.675 11.236 10.015
C 4.707 12.144 10.389
H 0.517 7.503 9.879
H 1.607 6.618 8.850
H 1.152 8.261 8.550
H 1.356 9.132 11.607
H 1.418 9.874 10.076
H 3.784 10.010 11.814
H 2.741 11.227 11.866
H 5.207 12.505 9.491
H 5.402 11.570 11.001
H 4.201 12.984 10.866
C 4.922 4.904 -4.208
O 5.089 3.496 -4.082
C 6.292 3.007 -4.514
C 6.643 3.107 -6.046
O 5.596 2.587 -6.973
C 5.311 1.236 -6.839
H 5.608 5.606 -3.733
H 3.969 5.060 -3.703
H 4.912 5.232 -5.248
H 6.294 1.975 -4.160
H 7.094 3.450 -3.924
H 7.547 2.516 -6.190
H 6.973 4.091 -6.379
H 6.083 0.592 -7.259
H 4.394 1.079 -7.408
H 5.108 0.956 -5.805
C 8.951 -1.539 2.039
O 8.492 -2.688 2.729
C 9.310 -3.809 2.465
C 9.100 -4.576 1.159
O 9.183 -3.764 0.020
C 9.039 -4.552 -1.170
H 8.299 -0.673 2.156
H 9.039 -1.801 0.985
H 9.879 -1.127 2.436
H 9.125 -4.537 3.255
H 10.346 -3.508 2.620
H 8.182 -5.164 1.186
H 9.940 -5.265 1.069
H 9.010 -3.994 -2.106
H 8.192 -5.237 -1.213
H 9.933 -5.175 -1.192
C 0.466 6.087 -11.821
O -0.526 5.205 -12.127
C -0.265 3.812 -11.906
C -1.551 3.025 -11.957
O -2.236 2.825 -13.261
C -2.898 4.045 -13.636
H 0.034 7.073 -11.986
H 1.399 6.061 -12.384
H 0.624 6.057 -10.743
H 0.171 3.716 -10.912
H 0.358 3.321 -12.654
H -2.282 3.427 -11.256
H -1.281 2.087 -11.472
H -3.570 3.884 -14.479
H -2.162 4.816 -13.863
H -3.511 4.574 -12.907
C 4.466 -11.186 6.115
O 3.395 -10.307 5.831
C 3.763 -9.295 4.915
C 2.633 -8.240 4.864
O 1.454 -8.853 4.314
C 0.343 -8.713 5.232
H 5.327 -10.744 6.615
H 4.876 -11.760 5.284
H 4.130 -11.894 6.872
H 3.879 -9.611 3.878
H 4.679 -8.832 5.282
H 2.897 -7.385 4.241
H 2.435 -7.773 5.829
H -0.528 -9.283 4.909
H -0.050 -7.700 5.312
H 0.525 -9.126 6.224
C 2.925 -1.362 10.179
O 2.516 -1.714 11.513
C 1.452 -0.767 11.915
C 0.768 -1.216 13.166
O -0.122 -0.225 13.765
C -0.858 -0.773 14.857
H 3.539 -2.161 9.763
H 3.562 -0.479 10.123
H 2.055 -1.232 9.536
H 0.700 -0.606 11.142
H 1.936 0.188 12.118
H 1.599 -1.428 13.839
H 0.357 -2.221 13.070
H -1.611 -1.494 14.539
H -1.366 0.039 15.377
H -0.247 -1.241 15.629
C 0.697 -6.371 -10.009
O 0.287 -6.684 -8.714
C -0.633 -7.859 -8.606
C -2.029 -7.641 -9.217
O -2.056 -7.951 -10.554
C -3.242 -7.565 -11.148
H -0.120 -5.976 -10.613
H 1.134 -7.230 -10.518
H 1.547 -5.692 -9.931
H -0.788 -7.982 -7.534
H -0.215 -8.834 -8.857
H -2.292 -6.604 -9.007
H -2.834 -8.224 -8.771
H -3.519 -6.526 -10.967
H -3.993 -8.278 -10.810
H -3.058 -7.661 -12.218

Results of the Mulliken charge analysis, in e, for atoms 1 through 99: atom 1 (C): -1.899, atom 2 (C): 1.588, atom 3 (C): -1.598, atom 4 (C): -1.267, atom 5 (C): -0.607, atom 6 (C): -1.364, atom 7 (C): 1.818, atom 8 (C): -1.842, atom 9 (C): -1.911, atom 10 (N): 0.016, atom 11 (O): -0.423, atom 12 (H): 0.396, atom 13 (H): 0.440, atom 14 (H): 0.375, atom 15 (H): 0.372, atom 16 (H): 0.396, atom 17 (H): 0.376, atom 18 (H): 0.421, atom 19 (H): 0.382, atom 20 (H): 0.322, atom 21 (H): 0.353, atom 22 (H): 0.430, atom 23 (H): 0.453, atom 24 (H): 0.366, atom 25 (H): 0.523, atom 26 (H): 0.303, atom 27 (H): 0.356, atom 28 (H): 0.444, atom 29 (H): 0.432, atom 30 (H): 0.349, atom 31 (C): -1.866, atom 32 (C): 1.534, atom 33 (C): -1.712, atom 34 (C): -1.130, atom 35 (C): -0.710, atom 36 (C): -1.151, atom 37 (C): 1.269, atom 38 (C): -1.672, atom 39 (C): -1.798, atom 40 (N): 0.293, atom 41 (O): -0.489, atom 42 (H): 0.417, atom 43 (H): 0.434, atom 44 (H): 0.396, atom 45 (H): 0.311, atom 46 (H): 0.358, atom 47 (H): 0.475, atom 48 (H): 0.372, atom 49 (H): 0.404, atom 50 (H): 0.313, atom 51 (H): 0.363, atom 52 (H): 0.399, atom 53 (H): 0.441, atom 54 (H): 0.353, atom 55 (H): 0.481, atom 56 (H): 0.315, atom 57 (H): 0.398, atom 58 (H): 0.390, atom 59 (H): 0.426, atom 60 (H): 0.385, atom 61 (C): -0.764, atom 62 (O): -0.334, atom 63 (C): -0.507, atom 64 (C): -0.616, atom 65 (O): -0.318, atom 66 (C): -0.661, atom 67 (H): 0.316, atom 68 (H): 0.293, atom 69 (H): 0.324, atom 70 (H): 0.370, atom 71 (H): 0.306, atom 72 (H): 0.372, atom 73 (H): 0.426, atom 74 (H): 0.222, atom 75 (H): 0.294, atom 76 (H): 0.278, atom 77 (C): -0.760, atom 78 (O): -0.263, atom 79 (C): -0.670, atom 80 (C): -0.478, atom 81 (O): -0.321, atom 82 (C): -0.686, atom 83 (H): 0.327, atom 84 (H): 0.237, atom 85 (H): 0.306, atom 86 (H): 0.357, atom 87 (H): 0.418, atom 88 (H): 0.361, atom 89 (H): 0.365, atom 90 (H): 0.271, atom 91 (H): 0.236, atom 92 (H): 0.299, atom 93 (C): -0.627, atom 94 (O): -0.350, atom 95 (C): -0.618, atom 96 (C): -0.380, atom 97 (O): -0.290, atom 98 (C): -0.758, atom 99 (H): 0.259


Entry 4:
# C4H2Cl2

A 2-piece molecular cluster, C4H2Cl2 overall (the ωB97M-V functional and the def2-TZVPD basis, the OMol25 dataset).

- E_LUMO (spin up / spin down): 0.0100 / -0.1365 Eh
- Spin multiplicity: 3
- <S²>: 2.039
- Energy above the lowest of the compared OMol25 structures with the same formula, charge and spin: 0.0 kJ/mol
- Kohn-Sham gap (spin up / spin down): 8.81 / 5.62 eV
- Highest occupied orbital energy (spin up / spin down): -8.54 / -9.33 eV

CARTESIAN COORDINATES (ANGSTROEM)
C -1.863 -1.264 0.060
C -0.968 -0.435 0.048
C 0.817 1.441 -0.029
C 0.077 0.379 0.041
Cl 2.530 1.487 -0.006
Cl 1.708 -2.075 -0.035
H -2.655 -1.952 0.036
H 0.354 2.420 -0.115

natural (NBO) analysis output, partial charges in e: atom 1 (C): -0.100, atom 2 (C): -0.136, atom 3 (C): -0.263, atom 4 (C): 0.026, atom 5 (Cl): 0.030, atom 6 (Cl): -0.022, atom 7 (H): 0.235, atom 8 (H): 0.229


Entry 5:
# C21H39HfNOP2

C21H39HfNOP2 as an isolated structure in a non-equilibrium geometry (the ωB97M-V functional and the def2-TZVPD basis, the OMol25 dataset).

- E_LUMO: -0.0015 Eh
- Energy above the lowest of the compared OMol25 structures with the same formula, charge and spin: 155.9 kJ/mol
- Kohn-Sham gap: 5.67 eV
- Highest occupied orbital energy: -5.71 eV

CARTESIAN COORDINATES (ANGSTROEM)
Hf 0.189 0.034 -0.712
P 2.552 -0.342 -1.999
P -2.084 0.613 0.245
N -0.531 0.148 -2.621
H 0.020 -1.620 -0.199
C 3.212 -2.048 -2.144
H 4.194 -2.057 -2.647
H 2.494 -2.647 -2.727
H 3.300 -2.504 -1.145
C 3.929 0.597 -1.229
H 4.891 0.373 -1.714
H 3.983 0.375 -0.154
H 3.706 1.670 -1.317
C 2.591 0.255 -3.739
H 3.596 0.143 -4.180
H 2.285 1.312 -3.752
H 1.849 -0.311 -4.319
C -3.102 -0.809 0.818
H -4.066 -0.447 1.199
H -2.584 -1.392 1.591
H -3.236 -1.471 -0.051
C -1.918 1.861 1.574
H -2.898 2.021 2.041
H -1.506 2.796 1.166
H -1.209 1.509 2.333
C -3.156 1.437 -0.978
H -4.113 1.682 -0.493
H -3.318 0.775 -1.838
H -2.679 2.351 -1.356
C -1.034 0.291 -3.872
C -1.976 -0.627 -5.975
C -1.457 -0.816 -4.688
C -1.165 1.587 -4.471
C -1.689 1.763 -5.756
C -2.100 0.661 -6.518
H -2.294 -1.474 -6.572
H -1.367 -1.815 -4.290
H -0.842 2.443 -3.897
H -1.781 2.760 -6.170
H -2.517 0.811 -7.535
C 1.997 -0.063 1.731
O 1.698 0.708 0.726
C 2.394 -1.489 1.532
H 2.483 -2.057 2.478
H 3.370 -1.517 1.014
H 1.662 -2.076 0.937
C 2.237 0.491 3.074
H 1.790 -0.165 3.845
H 1.800 1.493 3.108
H 3.305 0.506 3.344
C -0.151 0.929 4.844
C -0.645 -0.386 4.186
C 0.010 -1.642 4.776
C -2.139 -0.315 4.536
C -0.470 -0.544 2.717
C -0.330 -0.804 1.531
H -0.514 0.891 5.879
H -0.601 1.794 4.347
H 0.923 1.082 4.901
H 0.034 -1.583 5.878
H -0.618 -2.488 4.454
H 1.022 -1.809 4.371
H -2.548 0.620 4.109
H -2.675 -1.184 4.133
H -2.202 -0.281 5.641

natural (NBO) analysis output, partial charges in e: atom 1 (Hf): 1.445, atom 2 (P): 0.889, atom 3 (P): 0.922, atom 4 (N): -1.047, atom 5 (H): -0.298, atom 6 (C): -0.928, atom 7 (H): 0.227, atom 8 (H): 0.257, atom 9 (H): 0.233, atom 10 (C): -0.935, atom 11 (H): 0.226, atom 12 (H): 0.226, atom 13 (H): 0.243, atom 14 (C): -0.922, atom 15 (H): 0.220, atom 16 (H): 0.250, atom 17 (H): 0.268, atom 18 (C): -0.921, atom 19 (H): 0.225, atom 20 (H): 0.262, atom 21 (H): 0.257, atom 22 (C): -0.950, atom 23 (H): 0.226, atom 24 (H): 0.242, atom 25 (H): 0.260, atom 26 (C): -0.944, atom 27 (H): 0.213, atom 28 (H): 0.268, atom 29 (H): 0.248, atom 30 (C): 0.162, atom 31 (C): -0.192, atom 32 (C): -0.295, atom 33 (C): -0.251, atom 34 (C): -0.221, atom 35 (C): -0.301, atom 36 (H): 0.199, atom 37 (H): 0.205, atom 38 (H): 0.190, atom 39 (H): 0.199, atom 40 (H): 0.201, atom 41 (C): 0.768, atom 42 (O): -0.750, atom 43 (C): -0.770, atom 44 (H): 0.236, atom 45 (H): 0.245, atom 46 (H): 0.300, atom 47 (C): -0.748, atom 48 (H): 0.263, atom 49 (H): 0.243, atom 50 (H): 0.258, atom 51 (C): -0.598, atom 52 (C): -0.163, atom 53 (C): -0.588, atom 54 (C): -0.583, atom 55 (C): -0.195, atom 56 (C): -0.373, atom 57 (H): 0.212, atom 58 (H): 0.213, atom 59 (H): 0.205, atom 60 (H): 0.208, atom 61 (H): 0.224, atom 62 (H): 0.201, atom 63 (H): 0.213, atom 64 (H): 0.214, atom 65 (H): 0.208


Entry 6:
# C4H8O2

One molecule with the formula C4H8O2 (the ωB97M-V functional and the def2-TZVPD basis, the OMol25 dataset).

- E_LUMO: 0.0359 Eh
- Energy above the lowest of the compared OMol25 structures with the same formula, charge and spin: 201.7 kJ/mol
- Kohn-Sham gap: 11.26 eV
- SMILES: C[C@H]1O[C@H]1CO
- Highest occupied orbital energy: -10.29 eV

CARTESIAN COORDINATES (ANGSTROEM)
C 1.837 0.622 -0.169
C 0.912 -0.406 0.443
O 0.153 0.045 1.563
C -0.544 -0.283 0.369
C -1.212 0.801 -0.455
O -2.560 0.493 -0.737
H 1.570 1.618 0.197
H 1.782 0.627 -1.264
H 2.871 0.414 0.119
H 1.315 -1.418 0.533
H -1.151 -1.187 0.453
H -0.714 0.867 -1.425
H -1.100 1.773 0.044
H -3.020 0.505 0.109

natural (NBO) analysis output, partial charges in e: atom 1 (C): -0.649, atom 2 (C): 0.061, atom 3 (O): -0.490, atom 4 (C): 0.021, atom 5 (C): -0.099, atom 6 (O): -0.703, atom 7 (H): 0.227, atom 8 (H): 0.216, atom 9 (H): 0.222, atom 10 (H): 0.181, atom 11 (H): 0.188, atom 12 (H): 0.184, atom 13 (H): 0.178, atom 14 (H): 0.463


Which formula does entry 6 have? C4H8O2